(1)
Here is C32H32CrO5S3Si as an isolated structure in a non-equilibrium geometry from OMol25. Energies are from wB97M-V/def2-TZVPD.

```
74
Properties=species:S:1:pos:R:3
Cr -0.130 0.873 0.816
C 0.904 -4.005 -2.583
C -0.584 -3.677 -2.729
S -1.043 -2.017 -2.145
C -2.080 -2.323 -0.702
C -1.357 -2.784 0.550
S -0.212 -1.606 1.352
C 1.445 -2.337 1.127
C 1.923 -2.545 -0.311
S 1.489 -4.228 -0.878
H 1.530 -3.264 -3.081
H 1.096 -4.971 -3.051
H -1.193 -4.416 -2.208
H -0.853 -3.698 -3.787
H -2.828 -3.070 -0.965
H -2.592 -1.378 -0.537
H -0.762 -3.669 0.352
H -2.088 -3.016 1.325
H 1.425 -3.276 1.681
H 2.096 -1.645 1.660
H 3.007 -2.447 -0.354
H 1.476 -1.820 -0.979
O -0.087 0.914 5.523
C 1.239 1.122 5.395
C 2.048 1.368 6.502
C 3.411 1.535 6.352
C 4.007 1.457 5.094
C 3.213 1.238 3.993
C 1.826 1.079 4.119
C 1.049 0.930 2.897
O -0.231 0.939 2.833
O 1.635 0.823 1.742
H -0.335 0.960 6.451
H 1.592 1.429 7.487
H 4.020 1.730 7.227
H 5.078 1.572 4.985
H 3.644 1.199 3.000
O -0.808 0.903 -0.833
Si -1.388 1.964 -1.998
C -0.939 1.623 -3.765
C 0.185 0.914 -4.192
C 0.486 0.803 -5.542
C -0.324 1.416 -6.490
C -1.435 2.141 -6.084
C -1.742 2.239 -4.733
C -0.562 3.618 -1.619
C 0.775 3.636 -1.186
C 1.425 4.827 -0.880
C 0.745 6.029 -0.997
C -0.566 6.041 -1.461
C -1.209 4.850 -1.777
C -3.228 1.984 -1.765
C -3.858 2.878 -0.891
C -5.239 2.877 -0.744
C -6.012 1.977 -1.466
C -5.405 1.077 -2.333
C -4.025 1.085 -2.484
H 0.844 0.453 -3.465
H 1.356 0.240 -5.858
H -0.085 1.335 -7.543
H -2.064 2.631 -6.818
H -2.623 2.802 -4.430
H 1.342 2.708 -1.149
H 2.458 4.813 -0.551
H 1.244 6.959 -0.750
H -1.086 6.985 -1.580
H -2.228 4.878 -2.152
H -3.268 3.588 -0.317
H -5.714 3.585 -0.075
H -7.090 1.976 -1.353
H -6.007 0.376 -2.898
H -3.558 0.389 -3.178
O -0.561 3.778 1.616
C -0.344 2.829 1.088
```

Calculated values
Kohn-Sham gap (spin up / spin down) = 0.263 / 0.263 Eh
Net charge = +1
Expectation value of S² = 3.7852
HOMO (spin up / spin down) = -11.0 / -11.0 eV
Multiplicity = 4
Max |F| = 2.109 eV/Å

Listed below, in e, are the Mulliken charges computed for each atom:
1. Cr 0.330
2. C -0.631
3. C -0.962
4. S 0.162
5. C -0.758
6. C -0.822
7. S 0.017
8. C -0.625
9. C -0.144
10. S -0.159
11. H 0.302
12. H 0.454
13. H 0.379
14. H 0.480
15. H 0.634
16. H 0.133
17. H 0.287
18. H 0.575
19. H 0.537
20. H 0.186
21. H 0.602
22. H -0.371
23. O -0.405
24. C 0.957
25. C -0.905
26. C -0.466
27. C -0.940
28. C -0.316
29. C -0.168
30. C 1.993
31. O -0.773
32. O -0.813
33. H 0.323
34. H 0.325
35. H 0.404
36. H 0.421
37. H 0.480
38. O 0.542
39. Si -1.502
40. C 0.812
41. C -0.100
42. C -0.721
43. C -0.469
44. C -0.776
45. C -0.258
46. C 0.321
47. C -0.493
48. C -0.520
49. C -0.620
50. C -0.750
51. C -0.103
52. C 0.600
53. C -0.156
54. C -0.823
55. C -0.499
56. C -0.758
57. C 0.123
58. H 0.335
59. H 0.429
60. H 0.400
61. H 0.423
62. H 0.335
63. H 0.372
64. H 0.456
65. H 0.411
66. H 0.422
67. H 0.458
68. H 0.392
69. H 0.426
70. H 0.404
71. H 0.434
72. H 0.432
73. O -0.193
74. C 0.488

***

(2)
Here is C7H11N4O as an isolated structure in a non-equilibrium geometry from OMol25. Energies are from wB97M-V/def2-TZVPD.

```
23
Properties=species:S:1:pos:R:3
C -3.470 -0.562 1.131
C -2.136 -0.406 0.932
C -3.304 0.825 -0.472
C 1.164 0.016 -1.346
C 1.116 0.658 0.840
C 2.447 -0.056 0.537
C -0.890 1.098 -0.661
N -4.170 0.217 0.255
N -2.005 0.486 -0.121
N 0.381 0.530 -0.426
N 2.330 -0.345 -0.885
O -0.728 2.702 0.122
H -3.981 -1.179 1.842
H -1.303 -0.877 1.408
H -3.524 1.522 -1.254
H 0.862 -0.111 -2.375
H 0.564 0.203 1.663
H 1.233 1.724 1.054
H 3.319 0.576 0.726
H 2.567 -0.984 1.103
H -1.037 1.412 -1.694
H 3.066 -0.786 -1.418
H -1.580 2.888 0.523
```

Calculated values
Energy relative to the best compared isomer or geometry (same formula, charge and spin) = 43.5 kcal/mol
Kohn-Sham gap = 0.319 Eh
Net charge = +1
HOMO = -12.6 eV
Max |F| = 4.597 eV/Å

Listed below, in e, are the Mulliken charges computed for each atom:
1. C -0.576
2. C -0.052
3. C -0.120
4. C 0.022
5. C -0.461
6. C -0.470
7. C 0.042
8. N -0.522
9. N 0.117
10. N 0.032
11. N -0.117
12. O -0.623
13. H 0.402
14. H 0.325
15. H 0.370
16. H 0.431
17. H 0.325
18. H 0.322
19. H 0.327
20. H 0.317
21. H 0.379
22. H 0.216
23. H 0.313

***

(3)
Here is a 2-piece molecular cluster, C4H12 overall in a non-equilibrium geometry from OMol25. Energies are from wB97M-V/def2-TZVPD.

```
16
Properties=species:S:1:pos:R:3
C -0.986 -2.638 -0.317
C -0.737 -1.512 0.666
H -0.770 -2.398 -1.356
H -0.517 -3.581 -0.034
H -2.059 -2.862 -0.340
H -0.798 -1.712 1.738
H -1.523 -0.753 0.599
H 0.267 -1.129 0.479
C 1.465 1.827 0.311
C 0.309 2.320 -0.592
H 1.675 2.564 1.075
H 1.300 0.806 0.640
H 2.340 1.720 -0.339
H -0.053 3.282 -0.250
H -0.533 1.629 -0.647
H 0.621 2.438 -1.631
```

Calculated values
Energy relative to the best compared isomer or geometry (same formula, charge and spin) = 9.1 kcal/mol
Kohn-Sham gap = 0.468 Eh
SMILES = CC.CC
HOMO = -11.6 eV
Max |F| = 1.662 eV/Å

Listed below, in e, are the Mulliken charges computed for each atom:
1. C -0.936
2. C -0.605
3. H 0.295
4. H 0.283
5. H 0.272
6. H 0.351
7. H 0.253
8. H 0.076
9. C -0.623
10. C -0.757
11. H 0.287
12. H 0.108
13. H 0.244
14. H 0.272
15. H 0.217
16. H 0.263

***

Q: What is the max |F| in the first record?
A: 2.109 eV/Å

***

Q: Among the records above, which one has the lowest max |F|?
A: C4H12